Record 1
{"formula": "C29H91N23O14", "method": "ωB97M-V/def2-TZVPD", "homo_energy_ev": -8.84, "mol_weight_g_mol": 986.19, "spin_multiplicity": 1, "de_lowest_kcal_mol": 167.2, "symbols": ["C", "C", "C", "O", "C", "N", "H", "H", "H", "H", "H", "H", "H", "H", "H", "H", "H", "C", "C", "C", "O", "C", "N", "H", "H", "H", "H", "H", "H", "H", "H", "H", "H", "H", "C", "C", "C", "O", "C", "N", "H", "H", "H", "H", "H", "H", "H", "H", "H", "H", "H", "C", "C", "C", "O", "C", "N", "H", "H", "H", "H", "H", "H", "H", "H", "H", "H", "H", "C", "C", "C", "O", "C", "N", "H", "H", "H", "H", "H", "H", "H", "H", "H", "H", "H", "C", "O", "N", "N", "H", "H", "H", "H", "C", "O", "N", "N", "H", "H", "H", "H", "C", "O", "N", "N", "H", "H", "H", "H", "C", "O", "N", "N", "H", "H", "H", "H", "C", "O", "N", "N", "H", "H", "H", "H", "C", "O", "N", "N", "H", "H", "H", "H", "C", "O", "N", "N", "H", "H", "H", "H", "C", "O", "N", "N", "H", "H", "H", "H", "C", "O", "N", "N", "H", "H", "H", "H"], "positions_angstrom": [[5.513, 4.922, -6.102], [5.648, 4.097, -4.873], [4.744, 2.829, -4.665], [3.563, 3.254, -3.918], [2.398, 2.857, -4.679], [7.064, 3.856, -4.845], [4.507, 5.334, -6.173], [5.649, 4.272, -6.966], [6.263, 5.700, -6.244], [5.380, 4.791, -4.077], [5.298, 2.106, -4.067], [4.560, 2.300, -5.601], [1.562, 3.264, -4.110], [2.127, 1.802, -4.640], [2.591, 3.149, -5.711], [7.165, 2.997, -5.366], [7.235, 3.597, -3.884], [-1.180, -5.394, 5.284], [-1.542, -6.898, 5.516], [-0.828, -7.892, 4.614], [0.603, -7.716, 4.719], [1.281, -7.101, 3.509], [-1.412, -7.190, 6.922], [-0.202, -5.175, 5.712], [-1.837, -4.649, 5.733], [-1.180, -5.133, 4.226], [-2.608, -6.970, 5.301], [-1.159, -7.882, 3.576], [-0.962, -8.883, 5.048], [1.553, -7.805, 2.723], [2.181, -6.575, 3.829], [0.601, -6.400, 3.025], [-0.436, -7.278, 7.169], [-1.678, -8.160, 7.011], [-2.520, 7.291, 0.807], [-1.159, 7.881, 0.750], [-0.222, 6.787, 0.300], [-0.248, 5.634, 1.133], [-0.076, 4.338, 0.534], [-1.175, 9.139, -0.058], [-2.841, 6.913, -0.164], [-3.351, 7.979, 0.969], [-2.651, 6.476, 1.518], [-0.879, 8.094, 1.782], [0.806, 7.149, 0.312], [-0.339, 6.582, -0.764], [-0.053, 3.622, 1.355], [0.862, 4.198, -0.004], [-0.889, 3.996, -0.106], [-1.513, 8.951, -0.991], [-1.720, 9.857, 0.398], [2.836, -3.741, 0.392], [3.270, -3.344, 1.841], [2.226, -3.090, 2.875], [1.143, -2.338, 2.374], [0.124, -2.064, 3.355], [4.113, -4.447, 2.301], [2.277, -4.672, 0.295], [3.768, -3.984, -0.118], [2.372, -2.906, -0.132], [3.819, -2.403, 1.790], [2.826, -2.531, 3.594], [1.799, -4.042, 3.191], [0.210, -2.356, 4.401], [-0.847, -2.364, 2.961], [0.233, -0.986, 3.477], [4.643, -4.056, 3.067], [4.808, -4.576, 1.580], [-5.162, -0.468, -0.735], [-4.453, 0.327, -1.798], [-3.782, 1.604, -1.494], [-3.419, 2.309, -2.714], [-2.466, 3.268, -2.692], [-3.595, -0.595, -2.554], [-4.575, -0.697, 0.155], [-5.541, -1.397, -1.161], [-6.004, 0.056, -0.283], [-5.260, 0.668, -2.446], [-2.968, 1.518, -0.774], [-4.528, 2.153, -0.919], [-2.236, 3.706, -3.663], [-1.518, 2.874, -2.325], [-2.805, 4.092, -2.065], [-3.047, -1.214, -1.973], [-2.924, -0.051, -3.076], [-4.305, -1.673, 2.808], [-5.443, -2.032, 3.171], [-3.771, -0.575, 3.180], [-3.545, -2.375, 2.060], [-3.410, -0.117, 2.356], [-4.282, 0.000, 3.835], [-3.822, -3.322, 1.843], [-2.807, -1.905, 1.556], [-1.337, -4.622, -0.074], [-0.353, -4.221, -0.740], [-1.264, -5.509, 0.865], [-2.582, -4.478, -0.394], [-0.437, -5.582, 1.441], [-2.143, -5.765, 1.291], [-3.258, -5.042, 0.100], [-2.760, -3.682, -0.990], [-1.158, 0.190, -5.040], [-0.847, 0.573, -3.945], [-2.326, 0.065, -5.533], [-0.275, -0.216, -5.917], [-3.028, 0.350, -4.866], [-2.622, -0.455, -6.347], [-0.627, -0.419, -6.841], [0.719, -0.277, -5.748], [1.712, -1.930, -3.586], [2.125, -1.286, -4.547], [0.544, -1.839, -3.026], [2.395, -2.917, -2.956], [-0.051, -1.130, -3.430], [0.404, -2.194, -2.091], [1.981, -3.233, -2.090], [2.944, -3.619, -3.431], [5.919, -0.781, -2.063], [5.970, 0.405, -2.033], [6.529, -1.566, -2.932], [5.249, -1.487, -1.220], [6.755, -1.059, -3.776], [6.384, -2.559, -3.039], [4.671, -1.045, -0.520], [5.088, -2.483, -1.264], [-0.738, -0.293, 0.290], [-1.751, -0.637, 0.880], [0.349, -0.920, 0.485], [-0.765, 0.693, -0.558], [0.350, -1.735, 1.083], [1.289, -0.758, 0.156], [-1.641, 1.177, -0.692], [-0.009, 0.746, -1.225], [-4.847, 3.744, 1.246], [-3.857, 2.990, 1.305], [-5.320, 4.216, 0.180], [-5.507, 4.105, 2.315], [-6.164, 4.771, 0.189], [-4.953, 3.939, -0.719], [-6.176, 4.852, 2.435], [-5.012, 3.675, 3.083], [-1.111, 1.733, 4.668], [0.044, 1.534, 4.846], [-2.097, 1.519, 5.474], [-1.549, 2.348, 3.651], [-1.968, 0.952, 6.300], [-2.997, 1.708, 5.056], [-2.498, 2.632, 3.450], [-0.861, 2.725, 3.016], [3.165, 0.922, 0.440], [3.399, -0.240, 0.260], [3.738, 1.812, -0.300], [2.334, 1.342, 1.373], [4.503, 1.423, -0.833], [3.503, 2.795, -0.280], [2.552, 2.176, 1.899], [1.827, 0.704, 1.969]], "forces_ev_per_a": [[-1.6341, -0.2100, -1.7943], [-0.4581, 0.8752, 0.3856], [0.6832, 1.4756, 0.9416], [0.2157, -1.4982, -1.8595], [0.1996, 0.1386, 1.3550], [0.4741, -1.0364, 1.1680], [-0.0846, 0.2347, -0.2283], [-0.0775, -0.1266, -0.3400], [-0.1190, 0.0076, 0.6546], [0.1214, -0.2882, 0.5316], [0.0598, 0.0636, 0.3570], [-0.5951, 0.2421, -0.2161], [-0.1916, 0.8015, -0.7339], [0.8062, -0.5220, -0.0516], [-0.8491, 0.3228, -0.0236], [0.6620, -0.2741, -0.2524], [0.7354, -0.3052, 0.2425], [0.3173, -0.4404, -0.1697], [-0.6647, 1.8037, -0.5374], [1.4958, 0.2689, 0.4721], [1.0389, 0.9247, -2.2759], [-1.2227, -0.4922, 1.4102], [0.2256, -0.7659, 0.4712], [0.2320, -0.1423, -0.2263], [-0.4269, -0.5531, 0.2999], [0.2189, -0.1359, -0.1967], [-0.2205, -0.1916, -0.1491], [-0.0757, 0.0813, -0.0951], [-0.4553, -0.1980, -0.2563], [-0.0576, -0.5650, 0.3712], [-0.2021, -0.1005, 0.2086], [-0.0690, 0.2558, 0.2907], [0.5451, 0.5784, -0.0226], [-0.6062, -0.2870, 0.3849], [-2.2545, -0.7482, -0.2481], [-0.8840, 0.5018, 0.5388], [2.0068, 0.1307, -0.9919], [-0.6089, -0.4698, -0.3461], [-0.0727, 0.2398, 0.5502], [1.3934, -1.2383, 0.4878], [0.4057, -0.4367, -0.3873], [0.3151, 0.5825, 0.5921], [0.2552, -0.0526, 0.0283], [0.2194, 0.5202, -0.0055], [0.2346, 0.3652, 0.2147], [-0.6783, -0.4934, -0.1939], [0.0647, 0.1665, 0.0837], [0.2000, 0.4154, -0.1340], [-0.2784, 0.4824, -0.1663], [-0.2182, 0.1159, 0.0146], [-0.1105, -0.1716, -0.1006], [0.4943, 0.4174, 0.7758], [-0.1858, -0.5469, -2.2444], [-0.5570, -0.5772, -0.5056], [0.4857, -0.9976, 1.5247], [0.1430, 1.6354, -0.1612], [0.1989, 0.4450, 0.4101], [-0.4879, 0.2505, 0.3930], [0.2060, 0.2554, -0.2655], [-0.1513, -0.1913, 0.1202], [0.2403, 0.1045, -0.5232], [-0.7222, -0.0986, 1.0334], [0.4119, -0.1315, 0.7143], [0.7318, -1.1280, -0.2589], [0.0337, 0.1932, 0.0576], [-0.9464, 0.3306, -0.1232], [0.2797, -0.3494, 0.5359], [0.2016, -0.2857, -0.1117], [-0.2358, 0.3753, 1.4223], [-0.0857, -1.3451, -1.5016], [0.1884, 1.6751, 0.9354], [-2.2133, -2.7762, -0.2912], [1.3727, 1.2726, 1.0246], [-0.1873, 0.1619, -0.5890], [0.5467, -0.2340, -0.2652], [0.0929, 0.0778, -0.0547], [-0.2420, 0.2218, -0.3452], [-0.1331, -0.2490, -0.6253], [-0.3354, 0.1593, -0.3286], [0.0476, 0.4350, -0.1483], [-0.4663, -0.4313, -0.3110], [0.2641, 0.0923, 0.2298], [0.2887, 0.4219, 0.3457], [-0.0494, 0.1160, 0.4442], [0.3077, 0.0005, 0.0954], [-6.0376, -2.7838, 2.0079], [0.5122, -0.2982, 0.2305], [2.1729, 5.5532, 1.3441], [2.3461, -3.5320, -3.0463], [0.8829, 0.8585, 0.3962], [-0.2852, -0.1572, -0.5199], [-0.1221, 0.5632, -0.2452], [0.6113, -0.2821, -0.1105], [3.8956, 0.2402, -3.1562], [-1.1184, 0.6495, 1.2195], [1.2582, -2.8727, 4.1734], [-3.2934, 2.0320, -1.8315], [-0.0938, -0.1251, -0.3112], [0.6461, -0.1165, 0.4860], [-0.3966, 0.8616, -0.6432], [-0.8071, -0.4638, -0.0507], [3.4120, -0.7382, -1.0218], [-0.0903, 1.2210, 3.0919], [-6.5973, 0.6781, 0.0157], [2.6907, -0.8806, -2.7272], [-0.5733, -0.1652, -0.5740], [0.3882, 0.1682, 0.3934], [0.5981, -0.0390, 0.1715], [-0.0090, -0.1191, 0.3818], [1.9514, -0.7367, -1.2275], [-0.1202, -0.1788, -0.1847], [-3.1886, 1.6830, 0.6040], [2.0464, -1.3869, 0.9972], [-0.2150, 0.3494, 0.7464], [-0.5390, -0.0920, -0.2627], [0.0906, -0.4031, -0.3721], [0.0162, 0.6142, -0.1528], [-0.4815, -1.9631, 0.1784], [0.3995, 3.9992, -0.3210], [2.4730, -0.4669, -3.6980], [-2.5002, -2.4440, 3.9186], [0.3293, -0.4043, -0.0682], [-0.2468, 0.4578, 0.2399], [-0.0753, 0.3802, -0.0801], [0.3121, 0.3344, -0.4892], [-1.9295, 0.1302, 0.1938], [-2.5034, -0.4407, 1.2020], [4.1292, -2.6771, 0.2818], [0.6769, 2.4289, -2.0173], [-0.2322, 0.1929, -0.2715], [-0.1592, 0.6354, -0.3825], [0.9129, -0.3402, -0.2183], [-0.3572, 0.4310, -0.1633], [3.1134, -2.3814, 1.7815], [-0.3354, 0.2385, 0.2830], [-2.1665, 2.3306, -6.1405], [-0.4250, -0.2287, 3.7437], [0.2463, -0.1949, -0.1723], [-0.0243, 0.2108, 0.2485], [0.3439, -0.2840, -0.1042], [-0.7474, 0.6147, 0.6776], [0.7045, 0.0749, 1.0982], [3.9508, -1.3987, 0.9571], [-3.2001, -1.6017, 3.7608], [-1.0239, 3.6795, -6.8202], [-0.3468, 0.0987, -0.2800], [-0.0327, -0.5455, 1.0239], [0.2463, -0.2208, -0.0205], [-0.2544, -0.1839, 0.0525], [-0.2128, 0.2742, 0.7432], [-0.2048, -3.8608, -0.0639], [1.4461, 2.4139, -1.5484], [-2.2020, 1.5339, 2.8492], [0.2770, 0.5135, -0.6765], [0.2674, -0.3198, -0.1282], [-0.0049, 0.1732, -0.4494], [0.2580, -0.4422, -0.4028]], "mulliken_charge": [-1.557, 0.467, -0.383, -0.366, -0.723, -0.729, 0.351, 0.336, 0.377, 0.214, 0.140, 0.395, 0.113, 0.336, 0.440, 0.296, 0.310, -1.231, 0.562, -0.764, -0.427, 0.043, -0.756, 0.284, 0.477, 0.057, 0.318, 0.335, 0.372, 0.366, 0.201, -0.432, 0.292, 0.277, -1.269, 0.505, -0.817, -0.354, -0.066, -0.710, 0.200, 0.456, 0.264, 0.239, 0.350, 0.344, -0.302, 0.339, 0.281, 0.248, 0.275, -0.816, 0.959, -0.918, -0.446, -0.814, -0.671, 0.243, 0.383, -0.444, 0.029, 0.237, 0.190, 0.457, 0.116, 0.251, 0.311, 0.286, -2.051, 0.801, 0.984, -0.387, -0.231, -0.685, 0.467, 0.430, 0.429, 0.265, 0.794, -0.339, 0.352, -0.044, 0.140, -0.033, 0.031, 0.257, -0.793, -0.005, 0.140, -0.092, 0.178, 0.114, 0.261, 0.735, -0.599, -0.261, -0.399, -0.005, 0.180, 0.160, 0.188, 0.604, -0.382, -0.390, -0.366, 0.384, 0.182, 0.108, 0.193, 0.693, -0.766, 0.036, -0.185, -0.144, 0.045, -0.042, 0.257, 0.653, -0.691, -0.480, 0.013, 0.237, 0.181, 0.119, 0.082, -0.515, -0.465, 3.095, 1.125, -0.921, -0.821, -2.309, -0.061, 0.571, -0.188, -0.284, -0.490, 0.183, 0.252, 0.181, 0.199, 0.733, -0.705, -0.378, -0.008, 0.251, 0.099, -0.115, -0.009, 0.556, -0.666, -0.249, -0.106, 0.070, 0.129, 0.309, -0.111]}


Record 2
{"formula": "C4H6NO", "method": "ωB97M-V/def2-TZVPD", "homo_energy_ev": -14.65, "charge": 1, "mol_weight_g_mol": 84.10, "spin_multiplicity": 1, "de_lowest_kcal_mol": 157.3, "symbols": ["C", "C", "C", "C", "N", "O", "H", "H", "H", "H", "H", "H"], "positions_angstrom": [[-1.879, 0.220, -0.199], [-0.295, 0.321, -0.564], [-2.472, -0.653, 0.451], [2.088, -0.224, 0.218], [0.681, 0.059, 0.398], [0.147, 1.400, 0.077], [-2.331, 1.079, -0.772], [-0.377, 0.228, -1.658], [-2.836, -1.306, 1.245], [2.441, -0.097, -0.724], [2.583, 0.306, 0.988], [2.250, -1.335, 0.542]], "forces_ev_per_a": [[-0.9044, 0.7695, -0.9712], [-0.2529, -0.2012, -0.3974], [0.4482, -0.2805, 1.0007], [-1.1591, -2.7450, 2.2246], [-1.6431, -1.4600, 1.0074], [1.0182, 1.3638, -0.3020], [0.2043, -0.8523, 0.7461], [1.0027, -0.1068, 0.3027], [-0.0102, 0.1385, -0.5674], [1.2554, 0.6757, -2.7892], [0.6852, 0.8657, 0.4621], [-0.6444, 1.8326, -0.7163]], "mulliken_charge": [-0.413, 0.441, 0.044, -0.727, -0.179, -0.293, 0.396, 0.394, 0.373, 0.367, 0.300, 0.297]}